[1]
The following is a quantum chemistry calculation of a molecular structure, C19H35N3PYb in a non-equilibrium geometry, from the OMol25 dataset.

Element x y z (Å)
1 C -1.96 -0.31 -2.51
2 H -2.43 -1.23 -2.88
3 H -2.79 0.36 -2.25
4 H -1.44 -0.70 -1.59
5 C -1.04 0.29 -3.57
6 H -0.57 1.23 -3.24
7 H -0.20 -0.39 -3.73
8 C -1.71 0.56 -4.92
9 H -0.99 1.00 -5.62
10 H -2.08 -0.37 -5.37
11 H -2.55 1.24 -4.84
12 C -0.02 2.06 1.62
13 C 0.04 2.90 0.48
14 C -1.28 3.03 -0.03
15 C -2.15 2.26 0.79
16 C -1.37 1.66 1.81
17 C -1.85 0.75 2.89
18 C -3.59 2.00 0.54
19 C -1.66 3.78 -1.26
20 C 1.27 3.56 -0.03
21 C 1.13 1.74 2.51
22 Yb -0.70 0.82 -0.24
23 H -3.95 1.13 1.11
24 H -4.19 2.86 0.85
25 H -3.82 1.82 -0.52
26 H -2.81 0.28 2.63
27 H -1.13 -0.05 3.13
28 H -2.01 1.33 3.81
29 H 2.09 1.77 1.97
30 H 1.18 2.50 3.30
31 H 1.02 0.77 3.01
32 H 1.18 3.86 -1.09
33 H 1.45 4.48 0.55
34 H 2.17 2.93 0.07
35 H -2.35 3.22 -1.91
36 H -2.18 4.71 -0.98
37 H -0.78 4.06 -1.85
38 C 1.53 -4.44 1.06
39 N 1.28 -3.73 -0.22
40 C 2.55 -3.17 -0.73
41 N 3.21 -2.28 0.25
42 C 3.43 -3.02 1.52
43 N 2.17 -3.56 2.06
44 C 1.27 -2.51 2.52
45 P 0.74 -1.39 1.12
46 C 0.25 -2.71 -0.09
47 C 2.45 -1.04 0.45
48 H 2.21 -5.29 0.85
49 H 0.57 -4.80 1.46
50 H 2.35 -2.60 -1.65
51 H 3.24 -4.01 -0.93
52 H 3.87 -2.34 2.26
53 H 4.11 -3.85 1.30
54 H 0.36 -2.95 2.95
55 H 1.77 -1.89 3.28
56 H 0.05 -2.27 -1.08
57 H -0.68 -3.16 0.28
58 H 2.98 -0.39 1.17
59 H 2.37 -0.50 -0.50

Values from the calculation:
charge = +2
⟨S²⟩ = 0.75
multiplicity = 2
lowest unoccupied orbital energy (alpha / beta) = -7.351 / -8.164 eV
gap between HOMO and LUMO (alpha / beta) = 6.80 / 5.99 eV



[2]
The following is a quantum chemistry calculation of a molecular structure, C28H41BN7OOsS3, from the OMol25 dataset.

Element x y z (Å)
1 Os 0.28 -0.39 0.31
2 C 5.05 0.58 -1.63
3 C 4.13 1.59 -1.03
4 C 4.49 2.90 -0.81
5 C 3.57 3.85 -0.29
6 N 2.35 3.48 0.05
7 N 2.02 2.21 -0.13
8 B 0.54 1.89 0.22
9 N -0.34 2.31 -1.00
10 N 0.40 2.70 -2.04
11 C -0.20 3.22 -3.09
12 C -1.61 3.36 -3.10
13 C -2.38 2.94 -2.05
14 C -3.88 3.07 -2.05
15 C -1.68 2.34 -0.98
16 S -2.53 1.64 0.38
17 C 0.65 3.69 -4.25
18 C 0.13 3.01 -5.53
19 C 0.49 5.21 -4.36
20 C 2.12 3.34 -4.04
21 N 0.16 2.59 1.55
22 N -0.28 3.83 1.53
23 C -0.58 4.39 2.70
24 C -0.41 3.67 3.90
25 C 0.07 2.37 3.91
26 C 0.27 1.57 5.16
27 C 0.32 1.86 2.64
28 S 0.81 0.17 2.31
29 C -1.13 5.80 2.64
30 C -0.04 6.71 2.06
31 C -1.55 6.30 4.02
32 C -2.35 5.80 1.70
33 C 2.81 1.28 -0.66
34 S 2.14 -0.34 -0.93
35 C 3.91 5.31 -0.08
36 C 5.27 5.66 -0.69
37 C 3.94 5.56 1.44
38 C 2.83 6.17 -0.74
39 H 6.07 0.95 -1.64
40 H 4.76 0.36 -2.66
41 H 5.04 -0.36 -1.07
42 H 5.49 3.22 -1.06
43 H -2.09 3.79 -3.97
44 H -4.18 3.80 -2.79
45 H -4.27 3.36 -1.08
46 H -4.33 2.11 -2.31
47 H -0.86 3.36 -5.82
48 H 0.10 1.92 -5.43
49 H 0.80 3.25 -6.35
50 H -0.55 5.52 -4.51
51 H 1.06 5.57 -5.21
52 H 0.86 5.72 -3.46
53 H 2.29 2.26 -4.07
54 H 2.49 3.73 -3.09
55 H 2.70 3.80 -4.84
56 H -0.67 4.14 4.84
57 H -0.13 2.10 6.02
58 H 1.33 1.39 5.34
59 H -0.23 0.60 5.09
60 H 0.83 6.76 2.72
61 H -0.44 7.72 1.96
62 H 0.28 6.38 1.07
63 H -0.71 6.34 4.72
64 H -2.35 5.70 4.46
65 H -1.93 7.32 3.92
66 H -2.09 5.47 0.70
67 H -2.75 6.81 1.63
68 H -3.15 5.16 2.09
69 H 6.10 5.20 -0.16
70 H 5.41 6.74 -0.63
71 H 5.33 5.39 -1.75
72 H 4.73 4.97 1.92
73 H 2.98 5.31 1.89
74 H 4.15 6.61 1.63
75 H 2.89 6.11 -1.83
76 H 2.98 7.22 -0.46
77 H 1.83 5.87 -0.43
78 O -0.16 -3.28 -0.38
79 N 0.01 -2.21 -0.15
80 C -1.79 -0.01 0.36
81 H -2.12 -0.47 1.30
82 H -2.26 -0.59 -0.45

Values from the calculation:
charge = +3
lowest unoccupied orbital energy (alpha / beta) = -11.726 / -11.726 eV
gap between HOMO and LUMO (alpha / beta) = 5.83 / 5.84 eV
energy above the lowest of the compared OMol25 structures with the same formula, charge and spin = 4.80 kcal/mol



[3]
The following is a quantum chemistry calculation of a gas-phase ion, C11H22NO3 (charge +1) in a non-equilibrium geometry, from the OMol25 dataset.

Element x y z (Å)
1 C -2.40 0.52 -1.35
2 C -0.26 1.14 0.93
3 C -3.03 1.60 -0.41
4 C -0.31 -0.93 -0.33
5 C -1.86 -0.61 -0.39
6 C -2.28 0.00 0.96
7 C -2.78 -1.85 -0.62
8 C 2.75 -1.12 0.31
9 C 2.14 1.06 -0.85
10 C 2.61 0.87 1.60
11 C 2.02 0.14 0.39
12 N 0.49 -0.05 0.70
13 O -3.24 0.95 0.82
14 O -0.17 -2.27 0.05
15 O -2.46 -0.68 2.06
16 H -3.10 0.04 -2.05
17 H -1.66 1.00 -2.05
18 H -0.23 1.66 0.02
19 H 0.09 1.72 1.85
20 H -2.42 2.47 -0.38
21 H -4.03 1.95 -0.73
22 H 0.14 -0.70 -1.26
23 H -3.87 -1.54 -0.57
24 H -2.72 -2.58 0.23
25 H -2.67 -2.24 -1.66
26 H 3.55 -0.97 -0.28
27 H 2.93 -1.48 1.34
28 H 2.10 -1.87 -0.12
29 H 1.90 0.50 -1.71
30 H 3.12 1.37 -0.84
31 H 1.54 1.87 -0.70
32 H 3.76 1.09 1.53
33 H 2.26 1.88 1.65
34 H 2.51 0.46 2.69
35 H 0.49 -0.56 1.67
36 H -0.38 -2.96 -0.61
37 H -3.05 -0.12 2.57

Values from the calculation:
charge = +1
lowest unoccupied orbital energy = -2.343 eV
gap between HOMO and LUMO = 9.57 eV
energy above the lowest of the compared OMol25 structures with the same formula, charge and spin = 94.02 kcal/mol